H4N2Si in the gas phase at a distorted geometry. Source: OMol25; level of theory: ωB97M-V with the def2-TZVPD basis set.

Results
SMILES string: [H]/N=[SiH]/N
Kohn-Sham gap in eV: 10.1

```
7
Properties=species:S:1:pos:R:3:forces:R:3
Si 0.02562 0.16975 -0.43460 -0.82 -2.36 0.03
N -0.50896 -1.17536 -1.10882 0.21 0.39 0.67
N 0.17762 0.47561 1.21674 2.86 -0.43 1.16
H 1.12511 0.25110 1.71297 -2.68 0.63 -1.19
H 0.40900 1.30409 -1.09965 0.80 1.95 -1.31
H -0.61637 -1.36806 -2.09181 -0.03 0.17 -0.03
H -0.61201 0.34287 1.80517 -0.33 -0.35 0.67
```
Forces are in eV/Å.

=====

A molecular structure, C5H7Cl2NO at a distorted geometry. Source: OMol25; level of theory: ωB97M-V with the def2-TZVPD basis set.

Results
Kohn-Sham gap in eV: 9.6

```
16
Properties=species:S:1:pos:R:3:forces:R:3
Cl 3.20988 -0.15380 -1.11592 -1.61 0.61 0.90
Cl 2.41657 1.02566 1.45811 -0.03 0.20 0.14
O 0.98611 -2.19975 0.55782 -0.63 0.59 0.12
N -0.54253 -0.50651 0.16716 -3.05 0.82 -0.38
C -1.83301 -1.24515 0.34489 2.05 -0.33 -2.91
C 1.79125 0.40095 -0.04532 -1.16 -2.97 0.17
C 0.72252 1.21742 -0.70858 0.08 -0.58 -0.61
C 0.59996 -1.08188 0.34526 4.32 1.16 -1.00
C -0.61965 1.00841 0.01308 2.75 -4.21 0.32
H -1.45742 -2.33347 0.44794 -1.53 1.60 -0.30
H 0.71246 0.84405 -1.76705 -0.53 0.34 0.93
H -2.20624 -0.80422 1.19576 -1.39 0.20 2.29
H -0.70583 1.30642 1.06002 -0.17 1.15 -0.56
H -1.36729 1.17375 -0.70117 -1.55 0.76 -0.33
H -2.54277 -0.90049 -0.52560 1.38 -1.42 1.40
H 0.83598 2.24860 -0.72640 1.07 2.09 -0.19
```
Forces are in eV/Å.

=====

A molecular structure, C10H9N4O6RhS2. Source: OMol25; level of theory: ωB97M-V with the def2-TZVPD basis set.

Results
Kohn-Sham gap in eV: 7.3

```
32
Properties=species:S:1:pos:R:3:forces:R:3
Rh -0.13373 -0.83218 0.28388 0.15 -0.47 0.32
S -1.26129 -2.98190 -1.53945 0.54 -0.23 -0.36
S -0.39991 1.48618 1.57466 0.15 -0.14 -0.05
O -0.75493 0.98556 0.12010 -0.13 0.25 0.08
O -1.56884 1.86533 2.28978 0.03 0.07 -0.03
O -1.28117 -2.63034 -2.92563 0.00 0.01 0.02
O 0.70516 2.38836 1.51109 0.02 0.08 -0.02
O 0.09881 0.06579 2.00899 -0.13 0.06 -0.06
O -2.22821 -2.43734 -0.62728 -0.25 0.03 0.19
N 1.52474 -0.78321 -0.74788 -0.02 0.21 0.06
N 0.17637 -2.47627 -0.85673 -0.46 0.36 0.14
N 1.88968 -2.21879 -2.58106 0.13 0.04 -0.07
N -0.85049 -8.82112 -0.90563 -0.06 0.03 0.00
C -1.21073 -4.70926 -1.36728 -0.02 -0.11 -0.03
C -1.46030 -6.66574 -0.01292 -0.02 0.02 0.04
C -1.56408 -5.29911 -0.15712 -0.01 0.01 -0.09
C -0.66275 -6.85078 -2.28321 0.00 0.03 -0.04
C 3.24045 -0.25200 -2.20140 -0.03 0.06 0.11
C -0.76345 -5.48285 -2.43231 -0.02 -0.04 0.04
C -1.00423 -7.45968 -1.07161 0.02 -0.03 0.00
C 2.47595 0.06594 -1.08585 0.18 -0.07 -0.18
C 1.24317 -1.87606 -1.49788 -0.03 -0.03 -0.08
C 2.90050 -1.39679 -2.90656 -0.13 -0.12 0.00
H -0.31908 -7.46222 -3.10849 0.01 0.01 0.00
H -1.37989 -9.24178 -0.16075 0.02 -0.03 0.01
H 3.45522 -1.67677 -3.79380 0.02 0.02 0.00
H -0.82490 -9.37600 -1.74425 0.02 -0.01 0.00
H -0.50764 -5.00756 -3.36938 0.01 0.01 0.00
H 4.05786 0.37966 -2.51167 0.00 -0.01 -0.02
H -1.93222 -4.68404 0.65274 0.01 0.00 0.01
H 2.60118 0.95245 -0.47690 -0.01 0.01 0.01
H -1.73654 -7.13318 0.92421 0.00 0.00 0.00
```
Forces are in eV/Å.

=====

9 unconnected molecules or ions with the total composition C38H101N7O11 at a distorted geometry. Source: OMol25; level of theory: ωB97M-V with the def2-TZVPD basis set.

Results
SMILES string: COC[C@H](C)N.COC[C@H](C)N.COC[C@H](C)N.COC[C@H](C)N.COC[C@H](C)N.COCCNCCOC.COCCNCCOC.CC(C)O.CC(C)O
Kohn-Sham gap in eV: 9.2

```
157
Properties=species:S:1:pos:R:3:forces:R:3
O -4.67711 1.67344 3.14828 -0.59 -0.30 -0.25
O 4.84429 -0.75678 1.26417 0.22 1.06 0.01
O 3.44795 -5.16560 -2.42658 -0.01 -0.05 0.45
O -2.25409 8.60622 4.19117 0.03 0.27 -0.41
O -1.15864 2.81263 1.32203 -0.11 -0.52 0.31
O -1.11013 -1.16274 0.55302 1.02 0.12 0.78
O 1.26713 3.78409 7.26879 -0.05 -0.02 -0.32
O 3.16706 -7.24350 0.49376 0.07 0.39 0.38
O -0.61103 -7.33468 -0.75008 -0.39 -0.31 -0.05
O -4.54820 -0.08944 -1.22785 -0.43 -0.38 -0.23
O 1.72307 3.89090 -6.54465 0.44 0.79 0.29
N -3.32818 7.97618 1.57648 0.07 -0.45 0.28
N -5.49829 -1.98904 -4.21204 0.07 0.27 0.81
N 0.26252 1.19961 -0.69423 -0.42 0.11 -0.48
N 4.63657 2.13938 -5.00204 -0.63 0.48 0.30
N 4.11527 0.11959 -2.25552 0.77 0.33 0.07
N 0.99687 -5.30235 0.47675 0.52 -0.80 0.24
N 2.49816 -2.70218 -2.91704 0.45 -0.51 -0.22
C 2.99226 3.26084 -6.40466 -0.49 -1.05 -1.42
C -5.03279 0.07939 0.08175 0.60 0.99 0.75
C 4.25734 -1.58265 2.21054 -0.18 -1.63 -0.18
C 0.10566 3.20995 1.82273 -0.28 0.50 -0.35
C -5.12275 -1.16557 -1.95843 0.46 0.49 0.20
C -1.38455 -7.77758 -1.85252 0.36 -0.24 0.33
C -1.17946 -6.21049 -0.15026 -0.21 1.20 0.27
C -0.39545 0.12024 -1.47626 1.14 0.52 1.00
C -1.48865 -0.48392 -0.62022 -0.76 -0.22 -1.14
C 4.79406 0.12052 -0.97504 0.63 1.89 0.20
C 0.72636 3.37651 -5.69993 -0.40 -0.20 -0.53
C 2.12708 -5.09191 -2.89358 -0.85 -0.30 0.13
C -2.18029 7.32322 3.66096 -0.34 -1.85 1.01
C -0.00137 4.60630 5.33719 0.82 0.33 -0.63
C 3.62717 3.24212 -5.04610 0.59 -0.77 0.55
C -0.25877 2.55052 -0.96437 0.73 0.12 0.03
C -1.33970 8.77384 5.24746 -0.03 0.20 -0.16
C -1.39869 3.00787 -0.05362 0.57 0.32 -0.42
C 2.57872 -6.77428 1.70377 -0.13 -0.87 0.29
C 0.17516 -3.66103 -3.22369 0.59 -0.34 0.04
C -2.53690 0.43259 3.17478 -0.68 -0.91 -0.11
C -0.29259 -5.76142 0.97327 -0.10 0.37 1.24
C -3.79675 0.86431 3.92477 0.58 1.01 0.45
C 4.96938 1.58454 -0.53820 -0.51 0.17 0.78
C -3.22259 5.60901 2.16779 1.22 -0.75 -0.09
C -4.97904 -0.83645 -3.42116 -0.55 -0.28 -1.54
C 2.04803 -5.37368 1.49627 1.10 0.25 -0.48
C 0.19397 3.51704 6.36897 -1.51 -0.43 0.74
C 0.38085 2.12296 5.81113 1.32 -0.22 -0.27
C 1.50836 -3.73103 -2.49052 1.22 -1.31 -1.36
C 3.79197 -8.47869 0.74160 -0.42 -0.48 -0.85
C 4.05595 -0.63391 0.09792 -0.10 -1.84 -0.10
C 4.31753 4.53420 -4.69587 0.05 1.41 0.25
C -0.02839 -2.10676 0.45930 -1.98 -0.58 -0.87
C 4.01449 -6.44621 -2.54625 0.60 -0.18 -0.37
C -5.70634 0.45286 -3.78774 0.24 0.53 0.79
C -4.59823 -0.29765 4.46303 0.27 -0.73 -0.31
C -3.30589 7.01214 2.71725 -1.29 1.28 -1.68
H 4.29582 -8.75917 -0.18395 0.31 0.05 0.18
H 3.16512 -1.49072 2.21216 0.01 0.24 0.31
H 1.05960 4.59411 7.74406 0.05 0.01 0.01
H 0.60161 3.23444 -0.91412 -0.28 0.10 0.25
H -1.40092 9.81734 5.54513 0.10 0.01 0.10
H -2.99637 4.91403 2.98466 -0.02 -0.11 -0.15
H 0.21318 4.30085 1.73781 0.12 -0.07 0.06
H -0.36614 -2.74081 -3.02750 -0.20 -0.03 -0.06
H -1.78872 0.06603 3.88009 0.04 0.11 0.04
H -3.62248 8.88197 1.92217 0.15 0.04 -0.02
H -1.26302 -5.35810 -0.84769 0.11 -0.23 -0.23
H -4.60797 -2.10393 -1.72628 -0.13 -0.07 0.03
H -4.03690 5.18920 1.58076 -0.56 0.59 0.33
H 0.14474 2.93036 2.87197 -0.06 -0.04 0.00
H 2.94760 -4.86124 1.12243 -0.35 0.31 -0.15
H -0.59988 2.67024 -1.99819 -0.07 -0.35 0.03
H 5.28036 1.64244 0.50968 0.11 -0.19 -0.09
H -5.38704 -0.00742 5.15208 0.03 0.15 0.01
H 3.81921 5.38804 -5.17001 -0.13 -0.12 0.08
H 2.86721 2.22346 -6.77653 0.04 0.02 0.42
H -0.29430 1.90245 4.98565 -0.11 0.02 0.09
H -0.74173 0.51258 -2.43302 -0.42 0.01 0.15
H 3.04518 -9.26798 0.90803 0.01 0.09 0.28
H -3.47194 1.46407 4.79314 -0.06 -0.01 -0.07
H 0.83956 4.58802 4.63217 -0.04 0.13 0.06
H -4.29427 7.16211 3.16381 0.26 -0.10 0.51
H 2.66729 -2.84018 -3.92297 -0.94 0.39 -0.09
H -0.24004 -6.52662 1.76750 0.27 -0.36 -0.44
H 4.68553 -1.47906 3.20491 -0.02 0.62 -0.03
H 2.10691 -5.22432 -3.98943 0.09 0.18 0.00
H 1.80476 -4.85485 2.42375 -0.37 -0.24 0.06
H -0.39684 -4.55997 -2.97608 -0.31 0.32 0.35
H -2.37463 8.08013 1.23890 -0.09 0.12 -0.11
H 0.92401 3.58800 -4.64867 0.01 -0.36 0.10
H -0.43972 -2.89786 -0.18602 0.79 0.02 -0.44
H 0.36989 -3.80369 -4.29140 -0.06 0.52 -0.07
H -2.81324 -0.43333 2.56081 0.26 0.14 -0.18
H 3.65523 3.69492 -7.15669 -0.05 0.37 0.21
H -0.22977 3.84597 -5.93975 0.20 0.27 -0.17
H -1.57356 4.07494 -0.25884 -0.15 -0.07 0.01
H 0.38782 -0.59516 -1.74042 -0.15 -0.27 0.01
H 3.70936 -7.14577 -1.76728 -0.47 0.13 -0.06
H -2.11682 0.32260 -0.24320 -0.13 -0.05 -0.19
H -6.47892 -2.07381 -3.95327 0.00 -0.20 -0.27
H -2.26816 6.59599 4.49386 0.09 0.10 -0.02
H 1.32051 -6.01097 -0.18526 -0.28 0.29 -0.30
H 3.81465 -1.65842 -0.25945 0.28 0.15 -0.15
H 5.84745 -0.16315 -1.06124 -0.30 -1.00 -0.16
H -4.18767 0.07705 0.77821 -0.06 -0.40 0.01
H -5.61029 0.69215 -4.84516 -0.08 -0.10 -0.06
H -5.04117 -0.89071 3.65531 -0.05 0.28 -0.10
H 0.88410 -1.66037 0.07903 0.22 -0.13 0.03
H -2.20312 -6.36456 0.21558 0.06 -0.42 0.02
H 2.85428 3.01349 -4.30080 -0.03 0.28 -0.05
H 0.33393 1.33729 6.56613 -0.50 0.21 0.18
H 4.47821 -8.43886 1.58990 0.13 0.04 -0.06
H -2.44373 -7.88114 -1.59767 -0.03 0.23 0.04
H -2.28830 2.43113 -0.30799 -0.16 0.16 0.21
H 4.99082 2.19301 -4.04771 0.32 -0.26 -0.17
H 5.09702 -6.35046 -2.44404 -0.02 0.18 -0.07
H -4.23112 2.35425 2.63765 0.45 -0.10 0.19
H 0.92505 2.73296 1.28702 0.13 -0.06 0.00
H 3.99235 -0.80677 -2.63291 -0.58 -0.02 0.10
H -6.75929 0.42740 -3.49093 -0.05 -0.21 -0.23
H 4.46826 -2.63880 1.94801 -0.20 0.11 -0.05
H 4.34105 4.76784 -3.62644 -0.17 -0.29 0.01
H -0.01910 5.59999 5.79323 0.05 -0.08 0.15
H 1.81574 -7.51896 1.97320 -0.19 0.26 0.20
H 3.25313 0.63919 -2.15231 -0.30 -0.42 -0.24
H -0.75398 3.46065 6.93755 0.23 0.17 0.13
H -2.09132 1.18848 2.52905 -0.13 0.14 0.16
H 4.12097 1.26090 -4.99066 0.14 -0.01 -0.11
H 1.41632 -3.81415 -1.40897 -0.10 0.70 0.07
H 3.36141 -6.83076 2.47061 -0.16 0.37 0.21
H -5.47511 -1.76341 -5.19888 -0.01 0.02 0.00
H -1.22748 7.04329 3.17697 0.12 0.61 -0.06
H 0.02712 0.98105 0.27290 0.31 0.12 0.02
H 3.99863 2.09133 -0.55555 0.01 0.13 -0.26
H 3.80793 -6.84930 -3.54532 -0.02 -0.15 0.10
H -1.02493 -8.77802 -2.08435 0.11 0.12 -0.34
H -0.74435 -4.93625 1.54264 -0.23 0.13 -0.47
H -2.39207 5.55362 1.44894 0.17 0.02 0.32
H 0.08880 -2.65001 1.39484 0.16 0.68 0.37
H 3.39976 -3.13550 -2.67236 -0.22 0.48 0.86
H -1.59935 8.13338 6.09738 0.05 -0.04 0.01
H 5.70600 2.14365 -1.11243 -0.14 -0.12 -0.29
H 1.41830 2.01005 5.46201 -0.19 0.25 -0.34
H -2.11417 -1.07476 -1.31130 -0.03 -0.44 0.50
H 1.49349 -5.90401 -2.49511 0.25 -0.02 0.16
H -3.91487 -0.99580 4.95698 -0.07 0.18 0.23
H -0.32600 8.54274 4.90330 0.07 0.03 0.16
H -0.91126 4.54108 4.73812 -0.10 -0.40 0.19
H -5.78272 -0.63162 0.42748 0.02 -0.20 -0.29
H -6.18938 -1.24604 -1.71198 0.01 -0.16 -0.02
H 3.05276 -0.24215 0.30948 0.11 0.66 0.10
H -5.43024 1.09489 0.19972 -0.30 -0.14 -0.20
H -1.24986 -7.07519 -2.67791 -0.18 -0.17 -0.24
H -5.27487 1.27830 -3.21225 0.03 0.02 -0.16
H 0.57800 2.31226 -5.93859 0.16 -0.08 0.58
H 5.36012 4.61260 -5.01295 -0.06 -0.51 -0.28
H -3.93536 -0.70765 -3.72144 0.12 -0.13 0.39
```
Forces are in eV/Å.

=====

The following energy relative to the best compared isomer or geometry (same formula, charge and spin) values (in kcal/mol) correspond, in order, to the records above: 0.00, 10.14, 0.00, 0.00.
The following E_HOMO values (in eV) correspond, in order, to the records above: -9.46, -9.00, -8.95, -8.70.